# 1
A cluster of 2 separate species, C5H10O2 in total. Source: the OMol25 dataset; level of theory: ωB97M-V/def2-TZVPD.

Geometry as XYZ:
```
17
Properties=species:S:1:pos:R:3:forces:R:3:lowdin_charge:R:1
C 2.0894 0.0527 -0.3279 0.0 0.0 -0.1 -0.1084
C 1.3792 -0.7146 0.7526 -0.1 -0.1 0.0 -0.1702
C 0.3668 -1.5704 0.5904 0.2 0.1 0.3 -0.2499
O -0.3018 -1.8607 -0.5551 0.1 0.1 -0.1 -0.0179
H 1.9432 1.1365 -0.2368 0.0 -0.2 0.0 0.0716
H 1.7584 -0.2350 -1.3297 0.0 0.0 0.2 0.0643
H 3.1683 -0.1339 -0.2710 -0.1 0.0 0.0 0.0719
H 1.7468 -0.5950 1.7689 0.0 -0.1 -0.1 0.0929
H -0.0325 -2.1361 1.4298 0.1 0.1 -0.1 0.1139
H -0.2031 -1.1079 -1.1653 0.0 -0.1 0.1 0.0550
C -1.8613 0.8649 0.5201 0.0 0.0 0.0 -0.0441
C -1.5154 1.2489 -0.8914 0.2 -0.1 -0.2 -0.2602
O -0.6836 0.6898 -1.5762 -0.4 0.2 0.2 0.0164
H -2.6812 1.4729 0.9091 0.1 -0.1 -0.1 0.0750
H -0.9765 0.9821 1.1564 -0.1 0.0 -0.1 0.0850
H -2.1277 -0.1967 0.5516 0.0 0.1 0.0 0.0864
H -2.0690 2.1026 -1.3255 0.0 0.0 0.0 0.1181
```
Forces are in eV/Å.

E_LUMO   0.85 eV
Relative energy (zero: lowest compared OMol25 entry of this formula, charge and spin)   1.9822 eV
SMILES   C/C=C\O.CC=O
HOMO-LUMO gap   9.32 eV

=====

# 2
A cluster of 2 separate species, C7H16S in total. Source: the OMol25 dataset; level of theory: ωB97M-V/def2-TZVPD.

Geometry as XYZ:
```
24
Properties=species:S:1:pos:R:3:forces:R:3:lowdin_charge:R:1
C 2.0191 1.2167 1.2362 0.4 -0.2 0.0 -0.2220
C 1.6707 2.4045 0.3387 0.3 0.2 -0.2 -0.2218
C 0.1558 2.2523 0.1519 -0.2 0.1 -0.3 -0.2097
C -0.3609 1.7102 1.5098 -0.3 0.0 0.1 -0.1980
C 0.8999 1.2470 2.2849 0.0 -0.1 0.4 -0.2115
H 3.0313 1.2759 1.6805 -0.5 0.0 -0.2 0.1089
H 1.9646 0.2817 0.6461 0.0 0.3 0.2 0.1110
H 2.2266 2.4177 -0.6185 -0.3 0.0 0.5 0.1093
H 1.8969 3.3475 0.8725 -0.1 -0.3 -0.2 0.1131
H -0.0347 1.5093 -0.6463 0.1 0.4 0.3 0.1050
H -0.3385 3.1977 -0.1434 0.2 -0.5 0.1 0.1054
H -1.0632 0.8690 1.3527 0.3 0.5 0.1 0.0995
H -0.8986 2.4967 2.0735 0.2 -0.4 -0.3 0.1024
H 1.1569 1.9911 3.0632 -0.1 -0.4 -0.3 0.1070
H 0.7546 0.2712 2.7870 0.1 0.5 -0.2 0.1042
C -2.3816 -2.7016 -1.7426 -0.2 0.1 0.0 -0.1943
C -0.9544 -3.0915 -1.3846 0.1 -0.2 0.4 -0.6505
S 0.2543 -2.7056 -2.6888 -0.2 -0.2 -0.1 0.6548
H -2.4396 -1.6244 -1.9728 0.0 -0.4 0.0 0.0691
H -3.0583 -2.9181 -0.8989 0.2 0.1 -0.3 0.0713
H -2.7256 -3.2687 -2.6239 0.1 0.2 0.3 0.0673
H -0.5996 -2.5156 -0.5083 -0.2 -0.3 -0.4 0.0602
H -0.8832 -4.1669 -1.1320 0.0 0.6 -0.1 0.0674
H -0.2927 -3.4961 -3.6367 0.1 0.2 0.2 -0.1479
```
Forces are in eV/Å.

E_LUMO   0.80 eV
Relative energy (zero: lowest compared OMol25 entry of this formula, charge and spin)   0.0745 eV
SMILES   C1CCCC1.CCS
HOMO-LUMO gap   9.87 eV

=====

# 3
A structure of composition C8H10AuO5P in a non-equilibrium geometry. Source: the OMol25 dataset; level of theory: ωB97M-V/def2-TZVPD.

Geometry as XYZ:
```
25
Properties=species:S:1:pos:R:3:forces:R:3:lowdin_charge:R:1
O 5.0424 0.2769 -0.3609 -1.5 0.1 3.4 0.0140
C 4.5685 0.3005 0.6912 1.4 -0.1 -3.4 0.0103
Au 0.1770 -0.4312 -1.6845 0.4 0.4 0.5 0.6923
C -2.8973 0.0370 -1.3289 -1.2 -0.1 -2.0 0.0044
O -3.6453 -0.0018 -2.1768 0.8 0.1 1.5 0.0945
C -1.6377 -0.4929 -4.1683 1.2 -0.8 -2.7 0.0251
O -1.4995 -0.7605 -5.2681 -0.6 0.7 2.7 0.1219
C -0.2131 -2.3109 -0.9173 -0.8 -0.1 -0.8 -0.1593
O -0.6050 -3.3439 -0.9838 -0.1 -1.3 0.3 0.2541
C 0.6245 1.6408 -1.6992 -3.1 7.8 -3.1 -0.0465
O 0.2472 2.7267 -2.0156 2.8 -6.9 2.2 0.1636
H 1.6951 -0.7313 -1.0726 0.7 -0.1 -0.3 0.0566
C -1.7788 -0.0104 1.3887 -0.2 0.1 0.1 -0.2500
P -0.0489 0.1163 1.0028 -0.6 0.3 0.6 0.8095
C 0.4725 1.7738 1.3861 0.5 0.2 -0.3 -0.2132
C 0.8745 -1.0809 1.9539 0.4 0.0 -0.4 -0.1976
H -2.3611 0.6498 0.7365 0.2 -0.1 0.6 0.0065
H -1.8601 0.2895 2.4482 -0.2 -0.3 -0.3 0.0968
H -2.1097 -1.0368 1.2104 -0.1 0.1 0.3 0.0666
H 0.3257 1.8745 2.4736 0.1 0.2 -0.3 0.0953
H 1.5430 1.8577 1.1439 -0.2 0.2 0.2 0.0677
H -0.1038 2.5296 0.8255 0.2 -0.3 0.4 0.0730
H 0.6708 -0.8381 3.0101 0.1 -0.4 -0.2 0.0968
H 0.5785 -2.1077 1.6785 0.1 0.4 0.4 0.0670
H 1.9405 -0.9267 1.7265 -0.2 -0.2 0.3 0.0502
```
Forces are in eV/Å.

E_LUMO (alpha / beta)   -9.74 / -10.69 eV
2S+1   3
Relative energy (zero: lowest compared OMol25 entry of this formula, charge and spin)   0.7955 eV
Total charge   +2
⟨S²⟩   2.01
HOMO-LUMO gap (alpha / beta)   7.18 / 8.20 eV

=====

# 4
A cluster of 7 separate species, C18H35Cl12O3P in total in a non-equilibrium geometry. Source: the OMol25 dataset; level of theory: ωB97M-V/def2-TZVPD.

Geometry as XYZ:
```
69
Properties=species:S:1:pos:R:3:forces:R:3:lowdin_charge:R:1
C -1.3065 -3.6750 -1.6368 -0.5 0.7 2.0 -0.0072
C -1.7433 -3.0933 -0.3385 0.3 0.3 -2.9 -0.1258
O -1.0365 -3.1796 0.9479 2.1 -0.9 -1.8 -0.0622
C 0.4191 -3.0277 0.8029 4.1 2.3 -3.0 -0.3119
O 1.0591 -2.2002 -0.0268 -4.7 -5.1 5.3 -0.0138
O 1.2629 -3.8521 1.7282 -2.4 2.1 -2.2 -0.3242
P 2.2034 -5.0123 0.8322 0.5 -1.2 -1.2 0.9225
C 3.7156 -4.1422 -0.0116 1.1 -0.2 0.7 -0.3135
C 3.0355 -6.1746 2.1510 1.2 0.7 1.5 -0.4229
C 2.2099 -6.2081 3.5755 0.8 -0.5 0.1 -0.1903
H -1.3794 -4.8191 -1.8715 1.8 2.2 1.0 0.0812
H -0.9362 -2.9015 -2.4615 -2.3 -1.7 1.3 0.0899
H -2.8004 -2.5398 -0.3404 3.1 -0.1 0.6 0.1428
H 3.9165 -3.0721 0.4172 -0.6 -2.0 -1.1 -0.0128
H 3.5569 -4.1911 -1.1700 0.2 0.4 2.3 0.0518
H 4.6781 -4.7890 0.2430 -2.0 1.2 -0.5 0.0510
H 4.1262 -5.7572 2.3890 -2.3 -0.8 -0.5 0.0792
H 3.2147 -7.2629 1.7089 -0.8 2.4 0.7 0.0940
H 1.9546 -5.1144 3.9426 0.3 -2.4 -0.9 0.0779
H 2.9426 -6.6844 4.3812 -1.7 1.0 -1.7 0.0807
H 1.2658 -6.9026 3.4822 1.8 1.7 0.3 0.0806
Cl 1.1606 1.4939 -2.8926 0.1 0.2 -0.1 0.5717
C 0.6078 0.8588 -1.3228 -0.2 -0.2 0.4 -0.6701
C -0.9036 0.9266 -1.1756 0.2 -0.4 0.0 -0.6380
Cl -1.4932 2.6027 -1.0463 0.0 0.1 -0.2 0.5801
H 1.1152 1.4202 -0.5322 -0.3 -0.1 -0.3 0.0018
H 0.9403 -0.1819 -1.2679 -0.2 0.2 0.0 0.0468
H -1.2116 0.4117 -0.2607 0.2 0.1 -0.1 0.0694
H -1.4125 0.4524 -2.0204 0.1 0.2 0.1 0.0695
Cl -0.2623 -1.0452 -6.3679 0.0 0.0 0.0 0.5280
C 0.0333 0.7082 -6.2619 0.0 0.4 0.1 -0.6835
C -0.9914 1.5121 -7.0456 0.0 0.0 0.3 -0.6663
Cl -0.8236 1.2847 -8.8046 0.0 0.0 0.0 0.5302
H 1.0516 0.9023 -6.6127 -0.3 -0.1 0.0 0.0722
H -0.0176 0.9740 -5.2020 -0.1 0.0 -0.2 -0.0004
H -0.8546 2.5799 -6.8505 0.1 -0.2 0.0 0.0721
H -2.0145 1.2435 -6.7652 0.3 0.0 -0.1 0.0698
Cl -4.9124 -4.9436 1.4486 0.0 0.0 0.0 0.5315
C -4.6955 -3.9106 2.8835 0.0 0.2 0.3 -0.6617
C -3.2641 -3.9299 3.3944 -0.1 0.3 -0.1 -0.6619
Cl -2.8185 -5.5082 4.0901 0.0 0.0 0.0 0.5364
H -5.4017 -4.2431 3.6507 0.2 0.0 -0.2 0.0689
H -4.9703 -2.8944 2.5861 0.1 -0.1 0.0 0.0716
H -3.1430 -3.1884 4.1897 -0.1 -0.1 -0.1 0.0766
H -2.5492 -3.6958 2.5995 -0.2 -0.2 0.2 0.0358
Cl -1.0360 2.5709 2.7141 0.0 -0.1 0.0 0.5290
C -1.6516 4.0762 1.9872 -0.1 0.3 0.0 -0.7410
C -2.1372 5.0639 3.0356 0.3 0.1 -0.2 -0.6713
Cl -3.6140 4.5013 3.8580 0.0 0.0 0.0 0.5350
H -2.4468 3.8124 1.2832 0.2 0.0 0.3 0.0355
H -0.8257 4.5137 1.4187 -0.2 -0.3 0.3 -0.0267
H -2.3837 6.0185 2.5613 0.0 -0.2 0.0 0.0124
H -1.3746 5.2498 3.7981 -0.2 -0.2 -0.1 0.0729
Cl -0.6655 6.3838 -0.0317 0.0 0.2 -0.2 0.6175
C -1.2810 7.8891 -0.7586 -0.1 0.3 -0.2 -0.6373
C -1.7667 8.8767 0.2898 0.2 0.1 -0.1 -0.6525
Cl -3.2435 8.3141 1.1123 0.0 0.0 0.0 0.5630
H -2.0763 7.6252 -1.4626 0.1 0.0 0.3 0.0741
H -0.4551 8.3266 -1.3270 -0.1 0.0 0.2 0.0740
H -2.0132 9.8313 -0.1844 0.0 -0.2 0.0 0.0733
H -1.0040 9.0627 1.0523 -0.2 -0.1 -0.2 0.0718
Cl 5.2036 -0.8233 0.3189 0.0 0.1 0.0 0.5779
C 4.5880 0.6820 -0.4080 -0.1 0.3 -0.1 -0.6417
C 4.1024 1.6697 0.6404 0.2 0.1 -0.2 -0.6394
Cl 2.6256 1.1070 1.4629 0.1 0.0 0.2 0.5782
H 3.7928 0.4182 -1.1120 0.1 0.0 0.2 0.0573
H 5.4139 1.1195 -0.9764 -0.1 0.0 0.2 0.0751
H 3.8559 2.6243 0.1662 0.0 -0.2 0.0 0.0757
H 4.8650 1.8556 1.4029 -0.2 -0.2 -0.1 0.0696
```
Forces are in eV/Å.

E_LUMO   -1.12 eV
Relative energy (zero: lowest compared OMol25 entry of this formula, charge and spin)   6.0006 eV
SMILES   C=COC(=O)OP(C)CC.ClCCCl.ClCCCl.ClCCCl.ClCCCl.ClCCCl.ClCCCl
HOMO-LUMO gap   7.13 eV

=====

# 5
A cluster of 2 separate species, C3H6Si in total in a non-equilibrium geometry. Source: the OMol25 dataset; level of theory: ωB97M-V/def2-TZVPD.

Geometry as XYZ:
```
10
Properties=species:S:1:pos:R:3:forces:R:3:lowdin_charge:R:1
C -1.8220 0.6904 -0.3030 0.3 -0.8 -0.5 -0.0737
C -3.0754 0.1437 0.1748 1.0 -0.9 0.7 -0.1014
C -2.0208 -0.2442 0.8681 -0.7 1.8 -2.1 -0.0561
Si 2.4448 -0.1028 -0.0649 0.5 0.4 1.4 0.5283
H -1.3005 0.5672 -1.3197 -0.7 0.0 1.6 0.0707
H -4.1070 -0.1313 0.1799 -0.5 0.5 -0.5 0.0855
H -1.7410 -0.7810 1.7195 0.7 -0.6 0.8 0.0675
H 2.2149 -1.4673 0.5203 0.4 0.5 0.1 -0.1897
H 1.9385 -0.2510 -1.4334 0.5 0.4 -0.4 -0.1998
H 3.7454 0.7252 0.4589 -1.5 -1.2 -1.1 -0.1311
```
Forces are in eV/Å.

E_LUMO (alpha / beta)   -0.67 / 0.99 eV
Relative energy (zero: lowest compared OMol25 entry of this formula, charge and spin)   5.5008 eV
HOMO-LUMO gap (alpha / beta)   6.27 / 8.58 eV

=====

# 6
An isolated molecule of C7H13O2P in a non-equilibrium geometry. Source: the OMol25 dataset; level of theory: ωB97M-V/def2-TZVPD.

Geometry as XYZ:
```
23
Properties=species:S:1:pos:R:3:forces:R:3:lowdin_charge:R:1
C 1.8787 1.3594 -1.7453 0.0 3.0 0.5 -0.1973
P 1.5055 0.1957 -0.5519 2.9 -3.1 0.1 0.8887
C -0.1935 0.4929 -0.2774 -3.0 0.9 -0.5 -0.5598
O -0.6178 1.6520 -0.3305 -0.2 -1.8 0.5 0.0100
C -1.0923 -0.8048 -0.1814 0.2 0.3 2.5 -0.3967
C -2.5346 -0.3721 0.1297 0.5 -0.4 -1.7 -0.0781
C -1.1368 -1.5413 -1.4808 0.6 0.1 -4.2 -0.1324
C 1.7131 0.7112 1.1866 -0.6 -0.4 -0.4 -0.4760
C 1.4681 -0.3595 2.2284 1.7 2.2 -0.1 -0.0827
O 1.5568 1.9691 1.6106 -0.3 -0.9 1.7 0.0429
H 2.3638 1.1559 -2.6919 -0.2 -0.2 0.2 0.0061
H 1.6445 2.4302 -1.4751 0.4 -1.0 -0.8 0.0366
H -0.6998 -1.5617 0.6249 -0.4 1.7 -1.3 0.1585
H -2.7435 0.3373 0.8799 0.4 1.0 1.0 0.0610
H -2.8068 0.0561 -0.8473 -0.7 0.0 0.5 0.0908
H -3.1211 -1.2398 0.3605 -0.4 -0.5 -0.2 0.0724
H -0.8761 -0.9455 -2.4902 -0.6 -0.5 2.4 0.1336
H -0.4726 -2.3783 -1.6241 0.6 -0.3 0.6 0.0580
H -2.1135 -1.9670 -1.7475 -0.1 0.3 0.6 0.0755
H 1.6430 -1.2977 1.7940 0.1 -1.4 -0.5 0.0443
H 0.5331 -0.3146 2.7373 -0.9 0.2 0.3 0.0747
H 2.2821 -0.1457 2.9447 -0.4 -0.4 0.2 0.0947
H 1.8199 2.5683 0.9468 0.4 1.2 -1.3 0.0751
```
Forces are in eV/Å.

E_LUMO (alpha / beta)   -0.02 / -1.08 eV
Relative energy (zero: lowest compared OMol25 entry of this formula, charge and spin)   6.6841 eV
SMILES   C=P(C(=O)C(C)C)=C(C)O
HOMO-LUMO gap (alpha / beta)   8.53 / 5.94 eV

=====

# 7
An isolated molecule of C6H8O2 in a non-equilibrium geometry. Source: the OMol25 dataset; level of theory: ωB97M-V/def2-TZVPD.

Geometry as XYZ:
```
16
Properties=species:S:1:pos:R:3:forces:R:3:lowdin_charge:R:1
C 2.0593 1.2774 -0.1760 2.5 0.9 1.0 0.0982
C 0.9942 0.5203 0.0413 1.0 -0.8 -1.1 -0.2775
C -0.3017 1.0551 0.2346 -3.8 0.5 -0.4 -0.0845
C -1.5264 0.4832 -0.0857 2.5 2.8 2.2 -0.1374
C -1.8088 -0.8369 -0.5602 0.2 -1.9 -0.7 -0.1136
C 1.1897 -0.9519 -0.0025 0.0 1.3 1.6 -0.5456
O 1.9657 -1.4973 -0.7032 0.7 -1.0 -1.2 0.1538
O 0.5095 -1.6283 0.9299 0.2 -2.4 -0.4 0.1122
H 3.1522 0.9012 -0.1628 -2.2 0.4 -0.5 0.1171
H 1.9580 2.3782 -0.1067 0.0 -0.7 -0.2 0.0804
H -0.3315 2.0881 0.6078 -0.1 -0.5 -0.1 0.1119
H -2.3893 1.0292 0.3053 0.2 0.2 -0.5 0.1055
H -2.6833 -0.8295 -1.1986 -0.4 -0.2 0.2 0.0821
H -1.9332 -1.4751 0.3332 -0.4 -0.1 -0.6 0.0987
H -1.0190 -1.2974 -1.1602 0.0 0.1 0.1 0.0870
H 0.1648 -1.2162 1.7036 -0.3 1.3 0.5 0.1115
```
Forces are in eV/Å.

E_LUMO   0.25 eV
Relative energy (zero: lowest compared OMol25 entry of this formula, charge and spin)   1.5740 eV
SMILES   C=C(/C=C\C)C(=O)O
HOMO-LUMO gap   9.23 eV

=====

# 8
A structure of composition C17H32F12MgN4NaO10PS2 in a non-equilibrium geometry. Source: the OMol25 dataset; level of theory: ωB97M-V/def2-TZVPD.

Geometry as XYZ:
```
80
Properties=species:S:1:pos:R:3:forces:R:3:lowdin_charge:R:1
C -4.5335 0.1419 -3.3606 -0.9 -0.4 0.8 -0.1202
C -4.7885 0.7179 -1.8796 -0.3 0.1 0.3 -0.0966
C -3.7011 0.1654 -0.8533 1.4 -3.2 0.0 -0.3633
O -3.3106 -1.0198 -1.0258 -0.9 3.8 0.1 0.0427
O -3.0931 0.8825 0.1962 -2.5 -1.2 -1.8 -0.0909
C -4.0424 1.3101 1.2062 -0.4 2.1 2.2 -0.1354
C -3.5741 2.8120 1.6419 -0.5 -1.4 -1.7 -0.1021
N -2.0485 2.7938 1.5534 -0.9 1.1 -0.6 0.0291
C -1.7045 3.9309 0.6926 0.9 3.1 1.9 -0.4830
O -1.5030 5.0375 1.2036 -0.2 -3.3 -2.0 0.1110
O -1.6533 3.7494 -0.7217 0.4 -0.7 2.0 0.0446
H -4.5438 -1.0272 -3.2871 0.4 2.0 -0.1 0.1159
H -5.4513 0.4030 -4.0009 1.6 -0.1 0.8 0.1189
H -3.5583 0.5572 -3.8300 -2.5 0.6 2.2 0.0345
H -4.8997 1.8494 -1.8560 0.4 -1.4 -0.1 0.1402
H -5.8057 0.2853 -1.5569 1.6 0.6 -0.4 0.1492
H -5.1217 1.3669 0.8511 1.4 -0.3 0.2 0.1361
H -3.9915 0.6725 2.1647 0.1 0.4 -1.8 0.1428
H -3.9911 3.4939 0.8148 0.6 -0.6 1.6 0.1346
H -3.9482 3.1049 2.6717 0.4 -0.3 -1.4 0.1479
H -1.7093 2.9997 2.5012 0.0 0.3 -0.7 0.1245
H -0.7819 3.3252 -0.9033 -0.8 0.5 0.2 0.0772
F -5.7541 6.9072 2.5976 -0.3 -1.7 1.7 -0.1293
P -4.6000 7.4111 1.5988 0.1 0.5 -1.0 0.1950
F -4.8504 6.0552 0.7612 -1.2 -2.6 0.5 -0.1877
F -3.5732 6.5708 2.4942 0.6 -2.6 0.6 -0.1432
F -4.3227 7.8336 0.0730 1.1 1.8 -1.0 -0.1626
F -3.4598 8.4674 2.0081 0.2 2.5 0.2 -0.1259
F -5.6363 8.6371 1.6562 -0.5 1.8 -1.1 -0.1127
C 4.2582 -0.9026 1.4429 0.1 0.1 0.1 -0.0814
C 2.8570 -1.5000 1.5565 0.5 -0.1 -0.1 -0.2054
C 2.0961 -1.5421 0.2280 -0.6 0.1 0.4 -0.1230
N 0.9673 -0.5186 0.0912 -0.4 -0.1 -0.3 -0.2174
C -0.0972 -0.7168 1.1473 0.3 0.1 -0.3 0.0363
C 1.4803 0.9261 0.0975 0.0 -0.1 0.0 -0.0881
C 1.6086 1.2894 -1.3664 0.3 0.2 -0.1 -0.1470
C 0.3646 0.6689 -1.9560 -0.4 0.0 -0.2 -0.1558
C 0.3112 -0.7000 -1.3051 0.0 -0.1 0.2 -0.0738
H 4.2358 0.1667 1.2245 0.1 0.0 0.0 0.0664
H 4.7934 -1.0320 2.3867 0.0 0.0 -0.1 0.0863
H 4.8363 -1.3992 0.6598 0.0 0.0 0.1 0.0748
H 2.3148 -0.9811 2.3489 -0.1 -0.1 -0.1 0.1049
H 2.9809 -2.5333 1.8953 -0.2 0.1 0.0 0.1164
H 1.6154 -2.5183 0.1163 0.0 0.2 -0.1 0.1093
H 2.7674 -1.3931 -0.6181 -0.2 0.2 0.2 0.1138
H 0.3316 -0.5464 2.1327 0.0 0.0 -0.1 0.1007
H -0.4792 -1.7347 1.0615 0.1 0.1 0.1 0.1195
H -0.8979 0.0037 0.9681 0.1 -0.1 0.0 0.0866
H 0.7252 1.5477 0.5841 0.0 -0.1 0.0 0.1202
H 2.4122 0.9997 0.6510 -0.1 -0.1 0.1 0.1094
H 2.5076 0.8419 -1.8000 0.0 0.0 0.0 0.1328
H 1.6535 2.3661 -1.5221 0.1 -0.2 0.2 0.1074
H 0.3985 0.6086 -3.0461 0.0 -0.1 0.0 0.1196
H -0.5229 1.2528 -1.6816 0.1 -0.1 0.0 0.1062
H 0.9004 -1.4264 -1.8681 0.0 0.0 0.2 0.1341
H -0.7065 -1.0760 -1.1841 0.2 -0.1 0.2 0.1105
C 2.0836 5.3384 1.8251 0.1 0.2 0.3 0.0711
N 2.2992 4.1889 0.9070 0.3 0.2 0.3 -0.4067
O 3.3290 3.5515 1.0335 -0.6 -0.1 -0.3 0.0811
O 1.4218 3.9654 0.0864 0.3 -0.1 0.2 0.0338
H 2.9378 5.4168 2.4944 -0.1 -0.1 -0.2 0.1025
H 1.9889 6.2343 1.2129 -0.2 -0.1 0.0 0.1169
H 1.1696 5.1444 2.3856 -0.1 0.1 -0.2 0.1025
Na -2.8585 -0.4586 -4.9352 1.0 -1.4 -1.6 0.8091
C 3.8228 -9.2839 -0.4599 3.1 2.3 -2.0 -0.6148
F 3.3129 -10.5451 -0.2170 -0.6 -1.6 0.9 -0.0018
F 4.7113 -9.0439 0.5346 -0.7 -0.8 0.4 0.1127
F 4.5453 -9.3782 -1.5781 -1.0 -0.3 1.0 0.1844
S 2.5185 -8.0104 -0.5630 -2.3 0.5 -0.6 0.5785
O 1.8802 -8.0646 0.7422 1.0 -0.5 -0.3 -0.2928
O 1.6900 -8.4390 -1.6684 1.1 0.1 0.9 -0.2461
N 3.4718 -6.7807 -0.8306 -0.9 -1.1 0.5 -0.2775
S 2.6865 -5.4073 -0.9935 -1.6 2.2 -0.6 0.6021
O 2.0642 -4.8782 0.2068 0.7 -0.7 -0.5 -0.2900
O 1.9032 -5.2590 -2.2040 0.8 -0.5 0.8 -0.2712
C 4.1429 -4.3407 -1.2580 2.4 0.5 -0.4 -0.6417
F 4.8556 -4.7048 -2.3401 -0.7 -0.1 0.4 0.1373
F 5.0019 -4.3791 -0.2190 -0.7 -0.1 -0.1 0.1250
F 3.8077 -3.0471 -1.4338 -0.4 -0.8 0.0 0.1094
Mg 3.4529 -11.4052 1.6163 -0.1 0.7 -0.5 1.5214
```
Forces are in eV/Å.

E_LUMO   -11.35 eV
Total charge   +2
HOMO-LUMO gap   0.69 eV